Entry 1:
Computed, not measured: a molecular structure, C19H15F4I2N3OTi in a non-equilibrium geometry, with wB97M-V/def2-TZVPD.

As for the spin multiplicity: 2. The largest force on an atom comes out at 1.185 eV/Å. As for the orbital gap (spin up / spin down): 7.1627 / 7.2507 eV. The value obtained for the energy above the lowest of the compared OMol25 structures with the same formula, charge and spin is 4.39 kcal per mole. As for the total charge: +1.

CARTESIAN COORDINATES (ANGSTROEM)
Ti -0.49718 0.24486 0.11828
C 1.32712 2.81870 -0.72948
N 0.18475 2.40298 0.10494
C -1.04086 3.07457 -0.37104
C 0.42778 2.71432 1.54794
C -0.30989 1.71607 2.44611
N -0.00744 0.35109 2.00894
C 1.27426 -0.11591 2.33133
C 2.18450 -0.41459 1.32556
F 1.79361 -0.12361 0.03426
C 3.44642 -0.91187 1.56379
F 4.25263 -1.16960 0.53552
C 3.86594 -1.11044 2.86456
C 2.99498 -0.78787 3.88886
F 3.36907 -0.96538 5.15253
C 1.72126 -0.29943 3.63861
F 0.90570 -0.02347 4.65814
H 1.48066 3.89842 -0.65238
H 1.13146 2.56784 -1.77244
H 2.22652 2.30052 -0.40733
H -0.87174 4.14184 -0.54298
H -1.83553 2.97190 0.36918
H -1.37034 2.63794 -1.31879
H 0.14579 3.75322 1.74717
H 1.50028 2.61759 1.72252
H -1.39489 1.86572 2.40682
H -0.01782 1.89893 3.48243
H 4.85008 -1.50161 3.07754
I 0.15167 -4.79027 -0.39079
C -1.57467 -3.67392 -0.19157
C -2.81853 -4.34103 -0.07665
C -3.99616 -3.66076 0.04125
I -5.77262 -4.72836 0.18598
C -3.98164 -2.23477 0.06529
C -5.12284 -1.41804 0.16354
C -5.00219 -0.05104 0.16931
C -3.72798 0.51297 0.09459
N -2.62805 -0.21719 0.01287
C -2.73517 -1.58243 -0.02445
C -1.51828 -2.30495 -0.17583
O -0.38900 -1.60557 -0.30966
H -2.81668 -5.42223 -0.09262
H -6.09743 -1.88320 0.22992
H -5.86660 0.59242 0.23550
H -3.60546 1.58886 0.11093

***

Entry 2:
Computed, not measured: a molecular structure, C19H15IrN4OS in a non-equilibrium geometry, with wB97M-V/def2-TZVPD.

As for the spin multiplicity: 5. The largest force on an atom comes out at 1.782 eV/Å. As for the orbital gap (spin up / spin down): 4.8535 / 5.9268 eV.

CARTESIAN COORDINATES (ANGSTROEM)
Ir -0.17544 0.16968 -0.28577
O 0.97234 0.09459 3.55572
C 0.74159 0.41396 2.38775
N 0.43476 -0.51356 1.42235
C 0.27379 -1.89522 1.73296
C -0.26910 -2.62099 0.53314
C -0.51914 -3.97736 0.57783
C -0.97717 -4.64560 -0.55319
C -1.18447 -3.88340 -1.70555
C -0.95325 -2.52955 -1.67969
N -0.50143 -1.87268 -0.58318
C 0.76188 1.76575 1.85725
C 1.16677 2.84641 2.64294
C 1.22804 4.10474 2.10175
C 0.85598 4.26497 0.74779
C 0.43120 3.18037 0.02985
N 0.37395 1.93536 0.53597
H -0.42571 -1.99790 2.57565
H 1.22353 -2.35045 2.04668
H -0.36630 -4.50954 1.50326
H -1.16637 -5.70823 -0.53956
H -1.51904 -4.35094 -2.61877
H -1.12422 -1.92777 -2.56172
H 1.42827 2.63618 3.66877
H 1.54067 4.95159 2.68987
H 0.89435 5.23427 0.27944
H 0.13267 3.28443 -1.00552
C 0.00395 1.44006 -4.95535
C -1.01055 1.93023 -4.14958
C -1.10619 1.54305 -2.82052
C -0.17018 0.65475 -2.27376
C 0.84183 0.16954 -3.10704
C 0.93769 0.56109 -4.43289
H 0.06731 1.75060 -5.98800
H -1.74715 2.61281 -4.54867
H -1.92204 1.94134 -2.22455
H 1.57380 -0.52110 -2.70495
H 1.73192 0.16967 -5.05188
S -2.51792 0.09320 1.05855
C -3.57123 0.84607 0.05466
N -4.35399 1.37077 -0.61354

***

Entry 3:
Computed, not measured: a single C19H15N3OS molecule, with wB97M-V/def2-TZVPD.

The largest force on an atom comes out at 0.784 eV/Å. As for the orbital gap: 8.4895 eV. The structure (SMILES) is O=C(CSc1ccc2ccccc2c1)Nc1nc2ccccc2[nH]1. The value obtained for the energy above the lowest of the compared OMol25 structures with the same formula, charge and spin is 0.00 kcal per mole.

CARTESIAN COORDINATES (ANGSTROEM)
O -1.64016 -2.28004 0.69085
C -1.06724 -1.27168 0.33533
C 0.44500 -1.17401 0.29723
S 1.00752 0.38723 1.06555
C 2.71721 0.47707 0.60672
C 3.33873 1.71716 0.86391
C 4.65510 1.90012 0.56442
C 5.42038 0.86070 -0.00906
C 6.78209 1.01874 -0.33307
C 7.49307 -0.01193 -0.88324
C 6.87248 -1.24516 -1.13329
C 5.55203 -1.42942 -0.83101
C 4.79219 -0.38590 -0.26308
C 3.42942 -0.55594 0.06081
N -1.70404 -0.15434 -0.09996
C -3.07356 0.00813 -0.16970
N -3.63249 1.10781 -0.58747
C -4.98345 0.86648 -0.51024
C -6.06225 1.68301 -0.82628
C -7.32917 1.16737 -0.64605
C -7.53506 -0.12630 -0.16446
C -6.47771 -0.95566 0.15597
C -5.20419 -0.44503 -0.02217
N -3.95149 -0.96986 0.18525
H 0.78114 -1.17655 -0.74180
H 0.86464 -2.02433 0.83499
H 2.74853 2.50841 1.30067
H 5.13072 2.84975 0.76151
H 7.25436 1.97079 -0.13747
H 8.53703 0.11528 -1.12873
H 7.44800 -2.04945 -1.56747
H 5.07201 -2.37873 -1.02240
H 2.98234 -1.51944 -0.12949
H -1.17320 0.67066 -0.34770
H -5.90174 2.68201 -1.19776
H -8.18844 1.77747 -0.88227
H -8.54554 -0.48593 -0.03959
H -6.63557 -1.95626 0.52881
H -3.68046 -1.87824 0.53260

***

Entry 4:
Computed, not measured: a molecular structure, C19H15N4O4PdS5, with wB97M-V/def2-TZVPD.

The largest force on an atom comes out at 0.138 eV/Å. As for the orbital gap: 7.0122 eV. The value obtained for the energy above the lowest of the compared OMol25 structures with the same formula, charge and spin is 0.00 kcal per mole. As for the total charge: -1.

CARTESIAN COORDINATES (ANGSTROEM)
Pd 1.50686 0.00462 1.81515
N -1.00629 1.45734 0.18231
C 0.18624 1.52713 -0.49774
C 0.14923 2.24854 -1.71113
C 1.28171 2.33767 -2.46958
C 2.45188 1.71381 -2.02821
C 2.41135 1.04454 -0.83530
N 1.30551 0.94606 -0.06700
C -1.41462 0.77782 1.30414
C -2.80433 0.79357 1.55246
C -3.29382 0.12159 2.63638
C -2.40816 -0.55915 3.47935
C -1.07357 -0.51604 3.18048
N -0.56844 0.14250 2.11303
H -1.80514 1.76877 -0.39941
H -0.79408 2.67814 -2.02254
H 1.26271 2.87777 -3.40753
H 3.37256 1.75334 -2.59215
H 3.28900 0.54641 -0.45072
H -3.45489 1.29824 0.84911
H -4.35972 0.10969 2.82352
H -2.74999 -1.10925 4.34405
H -0.34113 -1.02133 3.79281
O 6.51887 1.51043 0.77733
C 5.65398 0.75596 1.13657
S 5.43947 -0.85848 0.39348
C 4.10387 -1.44105 1.36539
C 3.51069 -0.43243 2.24737
S 2.55260 -0.86906 3.62612
S 4.48679 1.07274 2.39447
S 3.66221 -3.00808 1.19115
N 0.78842 -2.66022 -0.53946
C -0.33536 -2.04029 -1.04273
C -0.26077 -1.24344 -2.19057
C -1.34291 -0.47394 -2.57799
C -2.52079 -0.48492 -1.84221
C -2.63658 -1.35830 -0.77043
C -1.55882 -2.13156 -0.37250
S -3.74608 0.78044 -2.11078
O -3.09967 1.97962 -1.51621
O -4.91089 0.36200 -1.35134
O -3.91738 0.90670 -3.54182
H 1.59799 -2.76555 -1.12425
H 0.68314 -3.36131 0.17157
H 0.67175 -1.19052 -2.74312
H -1.26925 0.17834 -3.43976
H -3.57160 -1.39175 -0.22735
H -1.64255 -2.77714 0.49558

***

Entry 5:
Computed, not measured: a molecular structure, C19H15N5O3RuS, with wB97M-V/def2-TZVPD.

As for the spin multiplicity: 6. The largest force on an atom comes out at 0.799 eV/Å. As for the orbital gap (spin up / spin down): 6.8032 / 6.8866 eV. The value obtained for the energy above the lowest of the compared OMol25 structures with the same formula, charge and spin is 1.18 kcal per mole. As for the total charge: -1.

CARTESIAN COORDINATES (ANGSTROEM)
Ru 1.37163 0.20427 -0.42696
N 3.31177 1.32476 3.65862
C 2.60800 1.18830 2.47361
S 3.16414 -0.03080 1.40240
N 1.61862 2.01311 2.33196
N 0.96894 1.93237 1.10543
C -0.03090 2.73730 1.04666
C -0.93478 2.94093 -0.05950
C -1.99092 3.84050 0.15645
C -2.92091 4.13104 -0.81482
C -2.79510 3.50025 -2.05833
C -1.77058 2.62100 -2.30687
C -0.79445 2.31258 -1.32143
O 0.16624 1.50717 -1.62355
H 3.77669 0.49046 3.97420
H 2.82185 1.85114 4.36616
H -0.21404 3.34401 1.93470
H -2.06253 4.31399 1.13035
H -3.72614 4.82748 -0.62393
H -3.51649 3.71025 -2.84039
H -1.66642 2.12967 -3.26545
C -0.61027 -1.80565 3.37352
C -0.99112 -3.05064 2.88872
C -0.87883 -3.32126 1.54096
C -0.38944 -2.33206 0.68058
N -0.01747 -1.14302 1.16635
C -0.11759 -0.88538 2.46885
C -0.21593 -2.53079 -0.77500
C -0.91167 -3.55725 -1.42167
C -0.75824 -3.74090 -2.78328
C 0.08669 -2.89550 -3.49180
C 0.76142 -1.87217 -2.84229
C 0.63786 -1.66011 -1.46740
H -0.67579 -1.55495 4.42290
H -1.36426 -3.81325 3.56166
H -1.14423 -4.29392 1.15503
H 0.21504 0.09825 2.77920
H -1.59506 -4.19867 -0.87881
H -1.30270 -4.52732 -3.29214
H 0.21196 -3.02991 -4.56043
H 1.40831 -1.22747 -3.42243
O 3.71859 -0.74226 -2.94943
N 3.48110 0.43413 -2.78939
O 3.06702 0.76032 -1.60303

***

Entry 6:
Computed, not measured: a single C19H15N7O molecule in a non-equilibrium geometry, with wB97M-V/def2-TZVPD.

The largest force on an atom comes out at 5.086 eV/Å. As for the orbital gap: 7.6027 eV. The structure (SMILES) is COCc1cccc2nc(-c3[nH]nc4ncc(-c5cncnc5)cc34)[nH]c12. The value obtained for the energy above the lowest of the compared OMol25 structures with the same formula, charge and spin is 45.35 kcal per mole.

CARTESIAN COORDINATES (ANGSTROEM)
C 2.94146 3.22558 2.68200
O 1.93112 2.24161 2.33149
C 0.67788 2.87645 2.02939
C 0.71464 3.33282 0.56532
C 0.90595 4.70471 0.28474
C 1.23217 5.03233 -1.02287
C 1.38289 4.02367 -2.12442
C 1.02804 2.64784 -1.77653
N 1.00205 1.52618 -2.63054
C 0.81355 0.55033 -1.80648
C 0.57888 -0.81987 -2.30578
N 0.74696 -1.10828 -3.68929
N 0.26874 -2.28462 -4.03903
C -0.19881 -2.83076 -2.95322
N -0.88543 -3.93778 -2.82234
C -1.38130 -4.26308 -1.63487
C -1.43715 -3.36971 -0.49498
C -2.20654 -3.75065 0.71124
C -2.70783 -2.76778 1.54731
N -3.21790 -3.02840 2.71068
C -3.17383 -4.27248 3.19927
N -2.66665 -5.32037 2.49590
C -2.25001 -5.05250 1.24086
C -0.66902 -2.18660 -0.64866
C -0.08621 -1.96739 -1.89283
N 0.65045 0.92513 -0.54867
C 0.79773 2.29539 -0.47189
H 3.90439 2.84980 3.06358
H 2.59449 3.59585 3.65344
H 3.01916 3.97818 1.94099
H -0.14120 2.19221 2.19521
H 0.57298 3.60663 2.82113
H 0.79020 5.52645 0.96411
H 1.40036 6.10666 -1.15061
H 1.57709 4.48684 -3.12073
H 1.36318 -0.49934 -4.19592
H -1.84970 -5.18836 -1.63042
H -2.55584 -1.71898 1.31370
H -3.72310 -4.40623 4.18974
H -1.73659 -5.81687 0.68685
H -0.50418 -1.42638 0.04059
H 0.49699 0.29178 0.29254

***

Entry 7:
Computed, not measured: a molecular structure, C19H16BClN8O2V, with wB97M-V/def2-TZVPD.

The largest force on an atom comes out at 0.170 eV/Å. As for the orbital gap: 5.6971 eV. The value obtained for the energy above the lowest of the compared OMol25 structures with the same formula, charge and spin is 5.21 kcal per mole. As for the total charge: +3.

CARTESIAN COORDINATES (ANGSTROEM)
V 0.33256 1.83296 -1.40977
C 3.71422 0.04554 -2.88251
C 2.79868 0.09180 -1.87391
N 1.86266 1.04759 -2.15980
N 2.20290 1.61466 -3.38030
C 3.30794 1.01899 -3.81269
B 1.28470 2.77111 -3.93067
N -0.18940 2.17229 -3.99283
C -0.97717 1.97548 -5.04228
C -2.17570 1.37667 -4.62684
C -2.05641 1.21846 -3.27347
N -0.84456 1.69744 -2.87367
N 1.27038 3.89493 -2.80168
C 1.73748 5.13642 -2.83856
C 1.58217 5.73697 -1.58024
C 1.00929 4.78192 -0.78637
N 0.81627 3.64918 -1.52063
N 1.67302 3.34123 -5.22810
C 1.05509 4.35484 -5.92203
C 1.76597 4.56500 -7.06447
C 2.82133 3.62371 -7.00687
N 2.76669 2.89637 -5.91457
H 4.57407 -0.59715 -2.96225
H 2.72651 -0.47913 -0.96182
H 3.73209 1.32750 -4.75661
H -0.65449 2.26348 -6.03149
H -3.00967 1.10172 -5.24954
H -2.74006 0.79869 -2.55271
H 2.15876 5.53676 -3.74852
H 1.86039 6.73982 -1.30473
H 0.71919 4.81362 0.25197
H 0.16798 4.84313 -5.54731
H 1.56586 5.28575 -7.83812
H 3.61129 3.45982 -7.72244
Cl -3.88283 -9.35398 12.40135
C -3.48647 -8.32215 11.11860
C -2.68172 -8.80763 10.07838
C -2.35538 -7.98354 9.03524
C -2.84746 -6.65707 9.04541
C -3.65863 -6.16442 10.09465
C -3.97184 -7.00695 11.12719
C -2.52620 -5.81823 8.00053
O -2.26334 -5.13411 7.14701
O -0.12265 1.29149 -0.06233
H -2.32640 -9.82768 10.10874
H -1.73614 -8.33740 8.22229
H -4.02232 -5.14601 10.08085
H -4.58864 -6.66989 11.94794

***

Entry 8:
Computed, not measured: 2 unconnected molecules or ions with the total composition C19H16BrINO4P in a non-equilibrium geometry, with wB97M-V/def2-TZVPD.

The largest force on an atom comes out at 2.295 eV/Å. As for the orbital gap: 7.5610 eV. The structure (SMILES) is O=C1C=CC(=O)c2c1cc(I)c(-c1ccncc1)c2P(O)Br.C1CCOC1.

CARTESIAN COORDINATES (ANGSTROEM)
O -2.94700 3.62709 2.77484
C -3.29410 3.03734 1.77115
C -4.70975 2.82065 1.37503
C -4.97587 2.81138 0.08035
C -3.89574 2.96061 -0.94888
O -4.14226 3.44341 -2.03398
C -2.53614 2.43508 -0.52340
C -2.25444 2.47900 0.82201
C -1.09869 2.02754 1.35230
C -0.17310 1.48639 0.50618
I 1.60130 0.71996 1.35524
C -0.41972 1.42488 -0.84104
C 0.59663 0.80188 -1.73060
C 1.84918 1.33132 -1.98785
C 2.68433 0.69427 -2.85972
N 2.46419 -0.44929 -3.50948
C 1.26383 -0.93868 -3.20816
C 0.32113 -0.38495 -2.38518
C -1.60670 1.89948 -1.40118
P -2.05576 1.87210 -3.19521
O -0.62770 1.83877 -3.99531
Br -2.93218 -0.20145 -3.53534
H -5.45464 2.68720 2.14773
H -6.00165 2.69586 -0.24836
H -0.89044 2.04930 2.41087
H 2.16222 2.24970 -1.51051
H 3.65239 1.15543 -3.04181
H 1.01530 -1.88798 -3.67734
H -0.62859 -0.87699 -2.24931
H -0.74803 2.36620 -4.79257
C 2.88145 -3.62406 3.57571
C 3.49386 -4.05963 2.24942
C 2.28932 -4.01104 1.32056
O 1.43210 -2.97966 1.81952
C 1.86910 -2.58390 3.12018
H 3.60569 -3.22887 4.28676
H 2.36854 -4.46720 4.04459
H 4.24395 -3.33225 1.92925
H 3.96495 -5.04088 2.28273
H 1.73447 -4.95518 1.33924
H 2.56024 -3.78907 0.28768
H 2.32970 -1.59291 3.03744
H 1.00861 -2.51085 3.78645

***

Calculated DFT total energy (a.u.), listed in the same order as above: -2816.689002, -1529.699115, -1370.795911, -3372.051767, -1725.535803, -1191.470178, -2750.360465, -4302.387943